No. 1
80
Properties=species:S:1:pos:R:3 method="wB97M-V/def2-TZVPD" gap_ev="5.34 / 3.97" spin_multiplicity=5 de_lowest_kcal_mol=0.0 total_energy_ha=-4669.99608 charge=+4 s2=6.056 e_lumo_ev="-12.2 / -15.4"
C 2.944 5.228 -0.621
C 1.817 4.509 -1.071
C 1.743 4.246 -2.454
C 2.918 4.369 -3.231
N 4.059 4.858 -2.735
C 4.074 5.332 -1.476
C 0.809 3.911 -0.210
C -0.259 3.539 0.279
C -1.300 2.776 0.856
C -1.192 1.412 1.353
C -2.368 0.672 1.545
C -3.581 1.232 1.147
C -3.732 2.635 1.111
C -2.546 3.379 1.030
Pt -0.750 -0.754 0.741
P 1.430 -0.503 -0.039
H 0.822 3.850 -2.887
H 2.984 5.650 0.381
H 2.948 4.018 -4.274
H 5.034 5.757 -1.140
H -2.610 4.467 1.063
H -0.174 1.063 1.677
H -4.701 3.137 1.092
H -2.441 -0.424 1.762
C 2.128 -2.184 0.230
C 3.457 -2.460 -0.465
H 1.345 -2.883 -0.111
H 2.200 -2.295 1.327
H 3.747 -3.494 -0.240
H 3.379 -2.365 -1.556
H 4.250 -1.798 -0.094
C 1.755 0.050 -1.783
C 3.205 0.460 -2.085
H 1.081 0.912 -1.935
H 1.417 -0.756 -2.464
H 3.369 0.487 -3.174
H 3.420 1.471 -1.699
H 3.930 -0.255 -1.665
C 2.262 0.755 1.018
C 3.768 0.548 1.120
H 1.790 0.678 2.008
H 1.986 1.750 0.626
H 4.213 1.336 1.737
H 4.009 -0.413 1.587
H 4.262 0.596 0.144
Br -4.893 -0.071 0.617
P -1.785 -1.668 -1.189
C -0.724 -2.573 -2.391
C -1.232 -3.881 -3.005
H 0.230 -2.769 -1.873
H -0.520 -1.846 -3.197
H -0.394 -4.309 -3.573
H -1.536 -4.618 -2.248
H -2.061 -3.718 -3.709
C -2.861 -2.852 -0.273
C -4.234 -3.285 -0.773
H -2.994 -2.405 0.731
H -2.221 -3.739 -0.148
H -4.674 -3.893 0.029
H -4.917 -2.447 -0.956
H -4.166 -3.916 -1.665
C -2.774 -0.499 -2.216
C -3.299 -0.937 -3.593
H -2.118 0.376 -2.358
H -3.603 -0.179 -1.560
H -3.870 -0.093 -4.009
H -2.490 -1.159 -4.306
H -3.976 -1.802 -3.538
C -0.872 -0.282 6.368
N -0.454 -0.798 5.057
C -0.086 -2.116 4.809
C 0.009 -2.255 3.441
N -0.329 -1.041 2.856
C -0.544 -0.175 3.853
H -1.671 -0.912 6.783
H -0.053 -0.276 7.098
H -1.259 0.735 6.270
H 0.016 -2.847 5.598
H 0.239 -3.127 2.848
H -0.789 0.879 3.795

No. 2
91
Properties=species:S:1:pos:R:3 method="wB97M-V/def2-TZVPD" gap_ev=2.94 de_lowest_kcal_mol=51.2 total_energy_ha=-3763.71814 charge=-2 e_lumo_ev=3.3
Pd 0.873 0.399 1.350
Cl -0.377 2.228 6.445
C 1.017 1.429 5.752
C 1.974 0.936 6.626
C 3.086 0.287 6.143
Cl 4.233 -0.381 7.296
C 3.316 0.164 4.758
C 4.457 -0.453 4.188
C 4.610 -0.451 2.826
C 3.670 0.205 2.025
N 2.558 0.743 2.522
C 2.346 0.699 3.866
C 1.066 1.256 4.340
O 0.132 1.535 3.563
H 1.831 1.049 7.692
H 5.196 -0.907 4.834
H 5.470 -0.924 2.366
H 3.831 0.331 0.960
C -3.595 3.745 -3.265
C -2.859 3.766 -4.596
S -1.080 3.474 -4.398
O -0.911 2.299 -3.590
O -0.523 3.495 -5.731
C -0.463 4.940 -3.552
C -0.489 4.900 -2.022
N 0.565 4.108 -1.422
C 0.360 2.990 -0.674
N 1.510 2.470 -0.243
C 2.483 3.271 -0.697
C 1.944 4.321 -1.422
N 2.606 5.397 -1.978
O 1.963 6.331 -2.471
O 3.828 5.408 -1.935
C -0.990 2.464 -0.368
H -4.670 3.663 -3.420
H -3.407 4.655 -2.694
H -3.266 2.887 -2.678
H -2.952 4.709 -5.133
H -3.167 2.948 -5.246
H -1.072 5.766 -3.925
H 0.547 5.085 -3.923
H -1.427 4.472 -1.675
H -0.410 5.925 -1.664
H 3.526 3.112 -0.481
H -1.648 3.241 0.029
H -0.876 1.673 0.381
H -1.437 2.010 -1.254
C -3.676 -3.789 -1.433
C -3.478 -2.826 -0.254
C -4.465 -3.158 0.870
C -3.702 -1.387 -0.730
O -2.185 -3.041 0.274
Si -0.800 -2.157 -0.039
O -0.910 -0.659 0.382
O 0.373 -3.078 0.703
C 0.538 -3.325 2.091
C 2.045 -3.436 2.330
C -0.027 -2.200 2.962
C -0.163 -4.646 2.439
O -0.549 -2.435 -1.670
C 0.658 -2.312 -2.408
C 1.587 -1.230 -1.856
C 1.367 -3.673 -2.397
C 0.254 -1.950 -3.840
H -4.665 -3.668 -1.883
H -3.557 -4.820 -1.092
H -2.906 -3.578 -2.176
H -5.499 -3.127 0.519
H -4.337 -2.438 1.680
H -4.245 -4.153 1.261
H -4.744 -1.244 -1.033
H -3.040 -1.172 -1.571
H -3.439 -0.695 0.070
H 2.504 -2.470 2.108
H 2.473 -4.188 1.661
H 2.266 -3.706 3.365
H 0.356 -1.221 2.594
H 0.261 -2.338 4.008
H -1.116 -2.175 2.883
H 0.328 -5.485 1.937
H -1.194 -4.584 2.091
H -0.151 -4.820 3.518
H 1.930 -1.498 -0.856
H 1.046 -0.286 -1.777
H 2.451 -1.103 -2.515
H 1.519 -3.969 -1.359
H 2.331 -3.622 -2.911
H 0.738 -4.421 -2.887
H -0.204 -0.959 -3.855
H -0.474 -2.675 -4.212
H 1.125 -1.952 -4.499

No. 3
87
Properties=species:S:1:pos:R:3 method="wB97M-V/def2-TZVPD" gap_ev=7.29 de_lowest_kcal_mol=21.0 total_energy_ha=-4465.88673 charge=+1 e_lumo_ev=-2.7
Fe 0.987 -0.618 -0.218
C -0.010 4.164 3.897
C 1.340 3.540 3.590
N 1.250 2.089 3.372
C 1.643 1.267 4.520
C 3.149 1.072 4.575
C 0.887 1.583 2.191
S 0.885 -0.145 2.030
N 0.589 2.540 1.272
C 0.164 2.275 0.053
O -0.177 1.148 -0.416
C 0.002 3.456 -0.856
C 0.131 4.756 -0.378
C -0.006 5.831 -1.242
C -0.262 5.611 -2.590
C -0.388 4.315 -3.072
C -0.259 3.241 -2.205
H 0.106 5.226 4.115
H -0.471 3.692 4.767
H -0.680 4.057 3.045
H 2.022 3.677 4.429
H 1.793 3.995 2.712
H 1.140 0.306 4.455
H 1.268 1.773 5.411
H 3.492 0.564 3.674
H 3.421 0.468 5.442
H 3.675 2.025 4.653
H 0.340 4.910 0.672
H 0.094 6.841 -0.868
H -0.358 6.451 -3.265
H -0.578 4.145 -4.124
H -0.341 2.224 -2.567
C 2.083 -0.108 -3.549
P 1.106 -1.130 -2.409
C -0.453 -1.291 -3.358
C 1.792 -2.813 -2.566
C 2.092 -3.411 -3.789
C 2.603 -4.696 -3.831
C 2.820 -5.398 -2.649
C 2.526 -4.811 -1.430
C 2.008 -3.518 -1.382
P 1.593 -2.658 0.173
C 3.070 -2.886 1.205
C 0.390 -3.792 0.948
H 1.992 -0.456 -4.579
H 3.124 -0.117 -3.241
H 1.724 0.921 -3.484
H -0.261 -1.657 -4.367
H -0.936 -0.315 -3.429
H -1.126 -1.989 -2.858
H 1.938 -2.870 -4.715
H 2.840 -5.154 -4.782
H 3.227 -6.401 -2.682
H 2.709 -5.364 -0.516
H 3.285 -3.942 1.378
H 2.911 -2.389 2.163
H 3.921 -2.419 0.713
H 0.817 -4.781 1.120
H -0.473 -3.900 0.289
H 0.065 -3.377 1.904
C -4.915 -0.938 -0.900
N -4.326 -1.968 0.079
C -4.421 -1.379 1.499
N -3.782 -0.121 1.561
C -4.366 0.806 0.599
N -4.261 0.310 -0.772
C -2.874 0.293 -1.257
P -1.760 -0.790 -0.244
C -2.897 -2.278 -0.276
C -2.319 -0.208 1.425
H -5.973 -0.858 -0.647
H -4.797 -1.356 -1.899
H -4.885 -2.821 0.037
H -3.953 -2.103 2.165
H -5.487 -1.298 1.717
H -3.853 1.763 0.669
H -5.421 0.952 0.840
H -2.475 1.307 -1.238
H -2.867 -0.038 -2.297
H -2.539 -3.028 0.431
H -2.904 -2.729 -1.270
H -1.891 0.778 1.601
H -1.906 -0.863 2.193
F 3.487 0.267 0.863
C 2.794 -0.031 -0.253
F 3.707 -0.660 -1.068
F 2.646 1.232 -0.906